(1)
Entry from the Open Molecules 2025 dataset: the ion C3H7BrNO3P2 with charge -1 (ωB97M-V/def2-TZVPD).

Positions of all 17 atoms, in Å:
N (1.948, -1.867, 2.233)
C (1.116, -1.257, 1.697)
O (0.206, -0.569, 1.200)
P (0.194, -0.587, -0.655)
C (-1.623, 0.032, -0.629)
C (-2.146, 0.517, 0.663)
O (-3.075, -0.018, 1.226)
P (0.989, 1.529, -0.875)
O (2.595, 1.212, -1.111)
Br (1.029, 2.549, 1.173)
H (1.581, -1.046, -0.659)
H (0.170, -0.610, -2.104)
H (-0.225, -1.972, -0.630)
H (-2.249, -0.789, -0.935)
H (-1.708, 0.801, -1.390)
H (-1.699, 1.387, 1.152)
H (2.896, 0.689, -0.358)

For the total energy, the calculation gives -3655.740098 a.u. As for the lowest unoccupied orbital energy: 3.19 eV. Its net charge is -1. The value obtained for the gap between HOMO and LUMO is 7.60 eV.

(2)
Entry from the Open Molecules 2025 dataset: a structure of composition C4H16LiO4 (ωB97M-V/def2-TZVPD).

Positions of all 25 atoms, in Å:
Li (-0.304, -0.320, -0.622)
C (2.833, -0.218, -0.932)
O (1.530, -1.004, -0.648)
H (2.728, 0.587, -1.928)
H (3.607, -0.755, -1.259)
H (3.235, 0.202, 0.090)
H (1.754, -1.395, 0.157)
C (-0.074, 2.420, -0.951)
O (-0.398, 1.447, -1.732)
H (-0.230, 3.306, -1.576)
H (0.869, 2.339, -0.601)
H (-0.817, 2.541, -0.133)
H (-0.521, 1.878, -2.694)
C (-2.567, -2.074, 0.351)
O (-2.255, -1.038, -0.586)
H (-1.744, -2.838, 0.534)
H (-3.295, -2.753, -0.220)
H (-3.132, -1.598, 0.964)
H (-3.065, -0.870, -1.136)
C (0.615, -0.041, 2.328)
O (-0.285, 0.331, 1.305)
H (0.470, -1.168, 2.334)
H (0.455, 0.310, 3.164)
H (1.649, 0.256, 2.080)
H (-1.059, 0.444, 1.708)

For the total energy, the calculation gives -470.149947 a.u. As for the lowest unoccupied orbital energy: -2.69 eV. Its net charge is +1. The relative energy (zero: lowest compared OMol25 entry of this formula, charge and spin) comes out at 69.61 kJ/mol. The value obtained for the gap between HOMO and LUMO is 11.44 eV.

(3)
Entry from the Open Molecules 2025 dataset: the molecule C15H23NO4 (ωB97M-V/def2-TZVPD).

Positions of all 43 atoms, in Å:
C (0.569, 0.856, 3.465)
O (0.727, -0.237, 2.580)
C (-0.363, -0.629, 1.850)
C (-0.561, -2.006, 1.731)
C (-1.647, -2.498, 1.045)
C (-2.573, -1.637, 0.476)
C (-2.377, -0.266, 0.554)
O (-3.192, 0.670, -0.007)
C (-4.357, 0.238, -0.663)
C (-1.248, 0.249, 1.222)
O (-1.081, 1.618, 1.245)
C (-0.006, 2.110, 0.460)
C (-0.277, 2.103, -1.048)
C (-0.015, 0.739, -1.699)
N (1.226, 0.151, -1.231)
C (1.274, -1.292, -1.365)
C (2.531, -1.800, -0.659)
O (3.696, -1.235, -1.217)
C (3.646, 0.169, -1.135)
C (2.409, 0.730, -1.839)
H (-0.436, 0.874, 3.895)
H (1.301, 0.702, 4.259)
H (0.763, 1.815, 2.980)
H (0.153, -2.664, 2.199)
H (-1.794, -3.564, 0.962)
H (-3.428, -2.044, -0.039)
H (-5.020, -0.314, 0.012)
H (-4.123, -0.386, -1.533)
H (-4.859, 1.144, -0.997)
H (0.124, 3.141, 0.802)
H (0.910, 1.538, 0.649)
H (0.363, 2.860, -1.507)
H (-1.315, 2.385, -1.223)
H (-0.027, 0.854, -2.797)
H (-0.819, 0.053, -1.429)
H (1.302, -1.603, -2.426)
H (0.393, -1.726, -0.889)
H (2.462, -1.542, 0.409)
H (2.631, -2.880, -0.770)
H (3.626, 0.479, -0.079)
H (4.560, 0.537, -1.606)
H (2.464, 0.493, -2.918)
H (2.387, 1.814, -1.719)

For the total energy, the calculation gives -941.020866 a.u. As for the lowest unoccupied orbital energy: 0.83 eV. As for the SMILES: COc1cccc(OC)c1OCCCN1CCOCC1. The relative energy (zero: lowest compared OMol25 entry of this formula, charge and spin) comes out at 359.51 kJ/mol. The value obtained for the gap between HOMO and LUMO is 9.28 eV.

(4)
Entry from the Open Molecules 2025 dataset: a structure of composition H14O7 (ωB97M-V/def2-TZVPD).

Positions of all 21 atoms, in Å:
O (1.069, 1.788, 0.278)
H (1.678, 2.452, 0.601)
H (0.531, 1.566, 1.038)
O (0.521, -3.053, -0.323)
H (-0.093, -3.634, 0.125)
H (0.614, -2.303, 0.264)
O (0.560, -0.155, -0.735)
H (0.519, -0.660, 0.077)
H (0.791, 0.731, -0.456)
O (-1.378, -0.253, 1.205)
H (-1.590, -0.365, 0.278)
H (-2.181, -0.497, 1.666)
O (-1.365, 0.874, -0.972)
H (-1.829, 0.709, -1.793)
H (-0.524, 0.428, -1.078)
O (0.278, -1.831, 1.284)
H (-0.531, -1.370, 1.064)
H (0.038, -2.402, 2.014)
O (1.136, 2.836, -1.815)
H (1.558, 2.384, -1.084)
H (0.199, 2.755, -1.638)

For the total energy, the calculation gives -534.876466 a.u. As for the lowest unoccupied orbital energy: -0.08 eV. The relative energy (zero: lowest compared OMol25 entry of this formula, charge and spin) comes out at 649.48 kJ/mol. The value obtained for the gap between HOMO and LUMO is 9.60 eV.

(5)
Entry from the Open Molecules 2025 dataset: the molecule C2H6O2 (ωB97M-V/def2-TZVPD).

Positions of all 10 atoms, in Å:
O (-0.717, 1.226, -0.195)
C (-0.703, -0.189, -0.074)
C (0.731, -0.586, 0.313)
O (1.679, 0.315, -0.199)
H (-1.573, 1.511, -0.531)
H (-1.404, -0.520, 0.705)
H (-0.996, -0.671, -1.016)
H (0.817, -0.671, 1.407)
H (0.953, -1.573, -0.107)
H (1.213, 1.158, -0.303)

For the total energy, the calculation gives -230.256497 a.u. As for the lowest unoccupied orbital energy: 0.74 eV. As for the SMILES: OCCO. The relative energy (zero: lowest compared OMol25 entry of this formula, charge and spin) comes out at 63.33 kJ/mol. The value obtained for the gap between HOMO and LUMO is 10.72 eV.

(6)
Entry from the Open Molecules 2025 dataset: the molecule C4H5NO2 (ωB97M-V/def2-TZVPD).

Positions of all 12 atoms, in Å:
C (-1.600, -0.331, -0.658)
C (-0.271, 0.063, -0.116)
C (0.227, 1.284, 0.088)
O (1.464, 1.210, 0.693)
C (1.789, -0.116, 0.831)
O (2.835, -0.521, 1.265)
N (0.692, -0.827, 0.381)
H (-1.520, -0.894, -1.594)
H (-2.157, -0.937, 0.066)
H (-2.181, 0.575, -0.853)
H (-0.121, 2.248, -0.234)
H (0.801, -1.785, 0.087)

For the total energy, the calculation gives -360.667585 a.u. As for the lowest unoccupied orbital energy: 0.70 eV. As for the SMILES: Cc1coc(=O)[nH]1. The relative energy (zero: lowest compared OMol25 entry of this formula, charge and spin) comes out at 4.82 kJ/mol. The value obtained for the gap between HOMO and LUMO is 9.37 eV.